(1)
Formula: C34H61BGeN10ReSSe
Source: OMol25
Level of theory: the ωB97M-V functional and the def2-TZVPD basis

Geometry as XYZ:
```
110
C34H61BGeN10ReSSe the ωB97M-V functional and the def2-TZVPD basis
H -1.365 0.720 -2.229
H 2.873 -4.698 -1.642
H 1.737 -5.567 2.293
N -3.224 0.868 -0.317
C -1.420 -2.724 2.525
C -2.854 -2.684 -1.333
H 4.902 2.044 1.182
H 1.917 4.568 -1.868
C 1.008 0.149 -4.675
C -2.959 -0.401 -0.576
H -3.372 4.555 0.075
H -1.534 -0.405 -3.606
H -2.703 -3.638 4.768
Ge -0.040 6.137 -2.314
C 0.763 -5.611 1.805
H 0.700 7.940 -0.682
H -1.234 1.313 -3.875
C 2.208 2.146 3.342
H -1.700 -4.798 3.201
H -4.154 1.234 -0.432
H -2.342 4.879 -2.284
C 1.204 1.416 -2.525
C -0.630 7.204 -3.837
H 1.875 -4.895 -3.084
C 1.875 -4.552 -2.052
H 1.225 -2.523 -4.100
H 2.770 1.740 4.183
H 0.924 -5.863 0.759
H -3.894 -2.482 1.393
C 0.518 0.244 -3.226
H -1.810 -2.167 5.168
H -4.295 -4.745 -0.155
Re 0.056 -0.590 0.590
N 2.512 -1.788 1.289
H 2.517 6.080 -2.547
C -0.999 0.468 -3.227
C 2.949 0.293 1.859
H -2.055 5.602 0.657
H 2.276 1.250 -2.418
C 4.024 -0.501 2.217
H -1.021 7.633 -0.487
H 2.269 3.526 0.903
H 2.365 -3.888 0.526
N 1.986 -0.512 1.308
H -1.079 3.882 -2.979
N 0.452 -3.168 1.429
C 1.182 -2.271 -3.057
H 4.791 -3.453 1.009
H -2.437 4.109 1.535
H 4.941 -0.175 2.672
H 2.702 2.154 -0.111
N -0.996 1.851 2.305
H -2.208 -4.374 -2.391
H 5.473 -2.794 2.499
C 0.036 -4.322 1.953
C -1.131 -4.074 2.648
H 1.058 2.332 -3.098
H 1.181 -5.172 -1.485
S -4.089 -1.450 -1.354
C -2.396 4.576 0.555
H 0.043 8.037 -4.028
N -0.424 -2.154 1.779
C -2.669 -2.135 3.164
H -2.508 1.503 0.031
C -0.604 0.928 1.726
H 4.298 3.422 2.106
H -3.755 -0.347 3.557
H 2.074 -0.068 -4.726
C -1.298 4.587 -2.176
C 4.333 2.334 2.066
H -3.867 -3.849 2.509
H 0.468 -0.618 -5.230
C -0.054 7.155 -0.648
H 1.193 1.770 3.391
C 2.208 2.440 0.818
H -1.625 7.609 -3.650
H -4.797 -2.404 2.909
Se -1.111 3.584 -0.513
C 0.868 -1.038 -2.510
C 1.723 5.338 -2.616
C -3.100 -4.066 -1.842
H 0.185 -6.406 2.269
H 1.146 2.205 0.751
N -1.757 -2.309 -0.796
N -1.790 -1.005 -0.342
H -3.927 -4.052 -2.552
H -2.017 -0.129 3.690
C 2.897 1.794 2.015
H 0.170 6.509 0.202
N 1.370 -2.425 -0.861
H 0.833 1.100 -5.176
H 1.772 4.887 -3.608
H -2.563 -5.051 0.013
H 0.780 1.591 -1.531
C -2.797 -0.624 3.117
H -2.787 -0.239 2.102
H -3.541 -6.039 -1.083
H -3.574 -2.154 5.120
C 3.724 -1.802 1.842
H -0.671 6.590 -4.737
H 4.017 -3.790 2.560
C 4.546 -3.030 1.984
C -3.876 -2.761 2.447
H 2.167 3.230 3.453
C -2.681 -2.558 4.643
C 1.474 -3.121 -2.001
B 1.729 -2.893 0.593
N 0.978 -1.133 -1.170
C -3.392 -5.034 -0.695
H 4.866 1.996 2.953
```

Results
LUMO energy (spin up / spin down) ... -8.05 / -7.70 eV
M ... 990.59 g/mol
Net charge ... +2
Spin multiplicity ... 2
Energy relative to the best compared isomer or geometry (same formula, charge and spin) ... 0.00 kcal/mol
Frontier orbital gap (spin up / spin down) ... 0.1590 / 0.1716 Ha



(2)
Formula: C34H61N10O4
Source: OMol25
Level of theory: the ωB97M-V functional and the def2-TZVPD basis

Geometry as XYZ:
```
109
C34H61N10O4 the ωB97M-V functional and the def2-TZVPD basis
N 28.268 27.155 -11.917
H 26.979 21.418 -12.461
H 24.254 34.888 -12.440
N 21.289 27.531 -10.266
H 19.500 28.523 -9.722
C 20.924 29.467 -13.769
N 19.732 29.888 -13.018
H 27.611 25.684 -13.089
C 24.832 33.020 -13.590
C 24.627 31.358 -17.607
C 24.825 33.998 -12.658
C 19.922 27.671 -10.234
H 25.664 28.039 -15.184
C 23.522 23.044 -15.001
H 21.344 24.521 -12.800
H 24.403 27.630 -16.217
H 22.832 27.565 -9.120
H 27.400 23.878 -9.383
H 23.504 28.726 -10.972
C 28.180 27.492 -9.660
H 21.799 29.267 -13.150
H 28.055 35.619 -11.465
H 23.170 29.647 -17.381
C 26.146 21.971 -12.870
C 20.362 24.861 -12.472
H 20.838 28.515 -14.291
H 24.245 32.829 -14.476
N 20.454 25.996 -11.650
C 26.183 34.512 -10.758
N 29.485 27.577 -10.141
H 31.223 26.984 -9.220
H 25.564 21.317 -14.977
C 30.546 27.835 -9.300
H 21.377 31.518 -14.323
H 25.393 22.398 -10.207
O 22.829 26.510 -14.341
H 27.047 36.490 -10.468
H 20.902 30.559 -15.745
C 26.070 30.942 -14.071
H 19.948 23.987 -11.968
H 16.148 29.217 -10.640
H 27.032 31.889 -11.509
C 19.623 30.844 -12.034
H 26.269 30.009 -13.543
N 25.772 33.643 -11.751
C 23.653 30.263 -18.139
C 21.383 30.522 -14.767
H 30.360 27.191 -12.199
C 19.410 26.675 -11.035
H 26.527 36.180 -12.173
H 22.909 30.901 -18.616
C 25.735 23.303 -10.710
C 18.376 30.706 -11.448
C 26.991 35.764 -11.279
O 24.505 27.241 -12.976
C 27.426 27.296 -10.813
H 27.020 31.089 -14.583
H 25.307 34.845 -10.200
C 27.204 23.511 -10.390
N 25.559 22.940 -12.103
C 31.181 29.279 -9.703
C 29.547 27.359 -11.508
H 24.075 23.632 -15.734
C 23.978 27.040 -14.128
H 26.949 27.311 -13.444
H 22.609 26.284 -11.411
H 28.663 26.928 -13.951
C 18.637 29.090 -12.943
H 26.357 27.199 -10.937
H 23.202 22.184 -15.590
C 22.964 29.365 -10.273
C 25.444 21.909 -14.082
H 30.304 27.977 -8.247
N 17.707 29.671 -12.025
H 22.655 23.625 -14.686
C 24.909 27.266 -15.323
H 22.406 30.419 -15.128
H 27.870 27.724 -8.652
H 31.860 29.185 -10.550
H 24.076 29.662 -18.944
H 31.852 29.689 -8.949
H 22.350 30.052 -10.855
H 18.392 28.184 -13.476
H 25.072 24.042 -10.260
H 19.839 25.026 -13.414
O 24.192 32.119 -16.678
H 27.709 22.555 -10.251
H 25.255 30.623 -14.721
C 27.853 26.735 -13.247
H 27.841 24.123 -11.028
H 30.403 29.983 -9.998
C 16.451 29.095 -11.680
H 20.460 31.509 -11.883
O 25.825 31.397 -18.059
H 18.413 26.437 -11.374
H 25.516 26.377 -15.499
H 26.805 34.048 -9.993
H 16.514 28.027 -11.889
C 22.186 28.336 -9.540
C 26.303 32.421 -12.101
H 23.545 30.063 -9.670
C 21.586 26.515 -11.156
H 15.755 29.578 -12.366
C 24.561 23.568 -12.837
N 25.786 32.072 -13.285
N 24.431 22.837 -13.998
H 21.640 28.846 -8.747
H 23.865 24.319 -12.494
H 17.863 31.225 -10.652
```

Results
LUMO energy (spin up / spin down) ... -4.83 / -4.83 eV
M ... 673.93 g/mol
Net charge ... +2
Spin multiplicity ... 2
Frontier orbital gap (spin up / spin down) ... 0.0968 / 0.1772 Ha



Q: Number 2 is which compound?
A: C34H61N10O4